Record 1
16
Properties=species:S:1:pos:R:3:nbo_charge:R:1 method="wB97M-V/def2-TZVPD" lumo_energy_ev=-8.495 homo_ha=-0.5593 orbital_gap_ev=6.724 de_lowest_kj_mol=327.3 charge=+2
Na 1.68 -2.98 -0.62 0.9802
Na 3.67 -0.94 0.34 0.9818
Na 1.87 -0.43 -1.80 0.9388
C 1.11 -1.08 1.03 -0.2964
O 1.83 -1.21 -0.16 -1.1965
H 1.41 -0.23 1.63 0.1895
H 0.06 -0.98 0.74 0.1892
H 1.16 -1.98 1.63 0.1605
Br 0.01 0.34 -1.76 -0.1056
C -1.30 0.50 -0.25 -0.3828
C -1.88 1.91 -0.11 -0.4656
Br -2.99 2.36 -1.71 0.0259
H -0.84 0.25 0.71 0.2170
H -2.07 -0.27 -0.36 0.2533
H -1.11 2.68 -0.02 0.2364
H -2.60 2.06 0.70 0.2743


Record 2
19
Properties=species:S:1:pos:R:3:nbo_charge:R:1 method="wB97M-V/def2-TZVPD" lumo_energy_ev="2.614 / 2.618" homo_ha="-0.0632 / -0.2156" orbital_gap_ev="4.335 / 8.485" multiplicity=2 charge=-1 s_squared=0.75
C 1.47 0.59 2.80 -0.4814
N 2.13 1.56 3.74 0.5261
O 3.19 2.10 3.45 -0.3886
O 1.61 1.80 4.82 -0.4053
H 2.27 0.16 2.19 0.2284
H 0.73 1.16 2.24 0.2717
H 1.07 -0.17 3.47 0.2222
C -0.38 -2.30 -1.43 -0.5122
N -1.03 -2.54 -2.76 0.5353
O -1.57 -3.62 -2.89 -0.4234
O -1.17 -1.63 -3.53 -0.3442
H -1.11 -1.95 -0.70 0.2593
H 0.20 -1.39 -1.55 0.2538
H 0.12 -3.19 -1.05 0.2205
C -1.39 1.81 -1.87 -0.4781
Br -3.27 1.07 -1.94 -0.1718
Br -0.33 1.16 -0.25 -0.3285
Br -1.60 3.81 -1.89 -0.1525
H -0.95 1.57 -2.84 0.1687


Record 3
13
Properties=species:S:1:pos:R:3:nbo_charge:R:1 method="wB97M-V/def2-TZVPD" lumo_energy_ev="1.018 / -1.989" homo_ha="-0.2379 / -0.3422" orbital_gap_ev="7.492 / 7.323" multiplicity=3 de_lowest_kj_mol=36.5 charge=0 s_squared=2.01
C 1.50 -0.40 0.35 -0.4281
C 0.56 -1.55 0.12 -0.4169
C 0.19 -0.18 -0.32 -0.1104
N -0.98 1.89 0.00 -0.6242
N -0.98 0.61 0.33 -0.1135
Br -2.72 -0.44 -0.12 -0.1787
H 1.65 -0.06 1.36 0.2259
H 2.37 -0.30 -0.28 0.2173
H 0.77 -2.27 -0.66 0.2230
H 0.06 -1.95 0.98 0.2343
H 0.21 0.04 -1.38 0.2092
H -1.02 2.17 -0.98 0.3808
H -1.61 2.43 0.60 0.3812


Number 1: electronic energy -158588.62815 eV. Number 2: electronic energy -224516.72549 eV. Number 3: electronic energy -76242.03950 eV.